ORCA calculation (the ωB97M-V functional and the def2-TZVPD basis) on a molecular structure, C9H24B3N7O8.

For the total energy, the calculation gives -1417.50967 Eh. As for the frontier orbital gap: 10.0 eV. The HOMO energy comes out at -0.3545 Ha.

Each line ends with the Mulliken charge.
Element x y z (Å)
C1 -6.87414 -0.07962 -4.79213  -0.69
O1 -6.00727 -1.18735 -4.82869  -0.35
C2 -5.75170 -1.71372 -3.52732  -0.74
C3 -4.73166 -0.90476 -2.74531  -0.03
C4 -3.26263 -1.32382 -3.06358  -0.95
C5 -2.45908 -1.64597 -1.78815  -0.63
B1 -1.99359 -0.36558 -1.01340  0.34
O2 -0.80171 0.30814 -1.27343  -0.39
B2 -0.06627 0.53666 -0.11350  0.52
O3 -0.76603 0.96090 1.03360  -0.35
B3 -1.88570 0.14795 1.14343  0.48
N1 -2.11604 -0.75468 2.27289  -0.42
C6 -2.09304 -0.20366 3.36814  0.75
O4 -2.22001 0.21167 4.44303  -0.43
O5 -2.74781 0.15363 0.05783  -0.39
H1 -6.79396 0.44469 -5.74273  0.25
H2 -7.91921 -0.38847 -4.66355  0.26
H3 -6.63755 0.62129 -3.98663  0.31
H4 -5.43294 -2.74657 -3.66740  0.40
H5 -6.71355 -1.75048 -2.99792  0.31
H6 -4.81675 0.15891 -2.95704  0.17
H7 -4.87921 -1.08531 -1.67949  0.27
H8 -2.77899 -0.50029 -3.59164  0.29
H9 -3.28063 -2.17671 -3.74211  0.43
H10 -1.59161 -2.26397 -2.02981  0.35
H11 -3.08452 -2.21595 -1.09537  0.33
H12 1.09726 0.34513 -0.03909  -0.05
C7 3.77019 0.35076 1.70065  0.61
O6 3.01474 0.21856 0.73937  -0.73
N2 4.65938 -0.61813 2.04689  -0.32
N3 3.76937 1.46596 2.48102  -0.28
H13 5.28570 -0.53698 2.82514  0.15
H14 4.67809 -1.45634 1.48011  0.23
H15 3.12018 2.18888 2.23733  0.17
H16 4.37409 1.60110 3.27461  0.15
C8 4.55354 -2.54736 -1.35357  0.71
O7 4.73512 -2.90612 -0.19737  -0.68
N4 4.59684 -3.42970 -2.39840  -0.42
N5 4.29805 -1.25381 -1.68131  -0.32
H17 4.45172 -3.16407 -3.35295  0.15
H18 4.78325 -4.39019 -2.18066  0.22
H19 4.25440 -0.59682 -0.91798  0.14
H20 4.14879 -0.93114 -2.61745  0.17
C9 3.81330 3.77744 5.46491  0.65
O8 4.51124 2.82912 5.14364  -0.66
N6 2.58756 4.00911 4.90770  -0.32
N7 4.20445 4.67901 6.41171  -0.41
H21 2.00006 4.78033 5.16004  0.17
H22 2.26459 3.35772 4.21741  0.16
H23 5.09940 4.53414 6.84009  0.22
H24 3.64942 5.46361 6.69413  0.16



ORCA calculation (the ωB97M-V functional and the def2-TZVPD basis) on a molecular structure, C9H24IMoOP2.

For the total energy, the calculation gives -1479.93734 Eh. As for the spin multiplicity: 3. Its expectation value of S² is 2.028. As for the frontier orbital gap (alpha / beta): 6.9 / 7.4 eV. As for the charge: +3. The HOMO energy (alpha / beta) comes out at -0.7557 / -0.7802 Ha. As for the energy above the lowest of the compared OMol25 structures with the same formula, charge and spin: 0.0 kJ/mol.

Each line ends with the Mulliken charge.
Element x y z (Å)
C1 -0.68043 0.86734 -3.13637  -0.81
I1 0.45795 -1.16475 -2.65506  0.46
H1 0.09529 1.43123 -3.64774  0.40
H2 -1.25756 1.39693 -2.38059  0.07
H3 -1.32520 0.43248 -3.90224  0.44
Mo1 -0.22946 -0.06870 -0.37052  -0.38
P1 0.23504 2.12719 -0.14105  0.98
C2 -1.23739 3.18572 -0.44783  -1.22
C3 0.90043 2.85912 1.39231  -1.17
H4 0.82353 3.94729 1.33698  0.48
H5 1.49675 3.78866 -1.32963  0.42
H6 1.95337 2.58001 1.47068  0.45
H7 2.45439 2.32801 -1.01722  0.43
H8 -2.03901 2.94426 0.27163  0.37
H9 0.35019 2.50860 2.26586  0.41
C4 1.48148 2.69665 -1.34863  -0.97
H10 -0.91208 4.22921 -0.29305  0.50
H11 1.25852 2.33320 -2.35030  0.20
H12 -1.62348 3.06786 -1.47384  0.40
P2 0.42238 -2.40888 0.59716  0.98
C5 -1.11840 -3.41357 0.38021  -1.16
C6 1.64953 -3.38743 -0.30729  -1.11
H13 1.89981 -2.45867 2.49011  0.44
H14 0.80240 -3.88306 2.50097  0.47
H15 0.23120 -2.27079 3.03418  0.39
C7 0.87020 -2.79850 2.31651  -1.23
H16 2.63804 -2.95951 -0.11598  0.40
H17 1.63880 -4.42302 0.06091  0.40
H18 -0.87304 -4.44305 0.67774  0.49
H19 -1.45272 -3.38108 -0.66319  0.39
H20 1.46704 -3.34215 -1.38954  0.36
H21 -1.91491 -3.00875 1.01746  0.33
C8 -2.17191 0.07233 -0.47456  0.55
O1 -3.32876 0.28230 -0.52613  -0.13
C9 -0.68143 0.05973 1.74674  -1.78
H22 0.25596 0.05525 2.32178  0.58
H23 -1.31574 -0.76145 2.09672  0.56
H24 -1.22076 0.97996 1.99283  0.60



ORCA calculation (the ωB97M-V functional and the def2-TZVPD basis) on a molecular structure, C9H24IO3Zn.

For the total energy, the calculation gives -2659.67531 Eh. As for the frontier orbital gap: 3.8 eV. As for the charge: +1. The HOMO energy comes out at -0.4663 Ha. As for the energy above the lowest of the compared OMol25 structures with the same formula, charge and spin: 247.7 kJ/mol.

Each line ends with the Mulliken charge.
Element x y z (Å)
Zn1 -1.70157 2.47279 -1.20012  0.86
I1 -0.38619 0.19804 -0.12253  0.10
C1 3.52095 1.89231 -3.95464  -1.38
C2 2.89651 0.80073 -3.14160  0.71
C3 3.64808 0.53077 -1.82078  -1.24
O1 1.54659 1.21516 -2.91684  -0.42
H1 4.55054 1.60232 -4.18419  0.37
H2 3.52012 2.88165 -3.50059  0.34
H3 3.09298 1.95008 -4.95782  0.35
H4 2.91765 -0.11936 -3.73268  0.11
H5 4.61866 0.08266 -2.03329  0.37
H6 3.04295 -0.25865 -1.36666  0.35
H7 3.81875 1.41996 -1.21772  0.29
H8 1.17421 0.75554 -2.15777  0.15
C4 -1.33157 1.96384 3.87804  -1.18
C5 0.17621 1.60409 3.98098  0.70
C6 0.78905 1.56876 5.36774  -1.23
O2 0.33179 0.30117 3.40462  -0.47
H9 -1.52111 2.98356 4.21553  0.36
H10 -2.02386 1.24867 4.31949  0.32
H11 -1.58349 1.95611 2.81009  0.25
H12 0.70523 2.26210 3.28235  0.14
H13 0.10175 1.41950 6.19695  0.31
H14 1.33773 2.47983 5.62224  0.35
H15 1.61593 0.85875 5.32589  0.33
H16 -0.13960 0.33509 2.56693  0.10
C7 -2.51122 -2.85552 -2.49140  -1.14
C8 -3.45021 -2.71822 -1.30432  0.36
C9 -2.88353 -3.46498 -0.09120  -1.19
O3 -3.60521 -1.32630 -0.88648  -0.47
H17 -1.45482 -2.69848 -2.25963  0.24
H18 -2.72546 -2.14986 -3.29548  0.32
H19 -2.60190 -3.86436 -2.89684  0.38
H20 -4.42844 -3.12739 -1.54545  0.30
H21 -1.82116 -3.27691 0.07184  0.32
H22 -3.01077 -4.52286 -0.33424  0.38
H23 -3.45347 -3.26331 0.81391  0.33
H24 -2.77210 -1.13728 -0.44431  0.22